1.
95
Properties=species:S:1:pos:R:3:forces:R:3:lowdin_charge:R:1 method="wB97M-V/def2-TZVPD" homo_ev=-6.2079 gap_ev=6.4 molar_mass_da=833.35
C 1.856 -4.699 -1.538 0.1 -0.1 -0.1 -0.082
H 2.663 1.925 1.010 0.1 -0.1 0.0 0.078
C -2.124 4.199 -0.792 -1.3 0.5 0.2 -0.334
S -4.668 4.200 -0.921 0.9 -0.3 0.0 1.056
H 1.033 0.026 5.421 0.0 0.0 0.1 0.099
H 4.789 -1.072 0.645 0.2 0.0 0.1 0.095
H -0.090 -0.181 -2.650 0.2 0.0 0.2 0.066
H 0.205 1.291 1.396 0.2 -0.4 1.1 0.035
C 5.109 0.735 -3.535 0.0 -0.1 -0.1 -0.080
H -6.921 -1.964 0.109 -0.1 0.0 0.0 0.103
H -2.805 -1.008 4.899 0.0 0.0 0.1 0.105
C 2.652 3.556 -1.434 0.1 -0.2 0.0 -0.076
H 1.584 -2.715 2.206 0.0 0.0 0.1 0.095
C -3.544 -3.690 -0.520 0.1 0.1 0.0 -0.097
C 0.584 0.787 3.462 0.2 -0.1 0.3 -0.085
H 1.820 0.263 -1.873 0.1 -0.2 0.2 0.033
S 1.408 5.980 -0.707 -0.5 -0.7 -0.1 1.061
H 3.139 -1.701 0.745 0.1 -0.1 0.1 0.058
H 6.755 2.034 -3.989 0.1 0.0 -0.1 0.097
C 0.417 -5.056 0.341 0.0 -0.1 0.1 -0.086
C 0.284 -3.689 0.487 0.2 -0.2 -0.1 -0.174
C -1.838 -0.550 -1.413 -0.1 0.1 0.4 -0.396
C 1.413 4.270 -1.076 0.2 0.6 0.1 -0.609
H -2.292 1.453 0.636 -0.1 -0.2 0.3 0.060
H 4.011 -1.745 -0.789 0.0 -0.1 -0.1 0.075
C 0.941 -2.806 -0.364 -0.4 -0.3 0.2 -0.340
H 2.214 -2.657 -2.079 0.0 0.1 0.0 0.101
C 4.252 0.807 -1.266 0.1 0.0 0.0 -0.200
H -4.279 0.707 -1.113 0.0 0.0 0.0 0.048
C -5.970 -2.450 -0.059 -0.1 0.0 0.0 -0.083
C -3.572 -2.369 -0.088 0.5 -0.3 0.3 -0.342
C -3.199 5.033 -0.606 0.0 -0.5 -0.1 -0.345
C -2.366 -0.488 1.579 0.0 0.1 -0.1 -0.377
H -0.472 -1.906 -2.416 0.1 -0.1 0.1 0.071
H -4.826 -0.731 0.508 0.0 0.0 0.1 0.098
H -2.583 -4.156 -0.698 0.0 -0.1 0.0 0.095
N 0.247 3.715 -1.029 0.0 -0.4 0.1 0.025
H -2.933 1.466 4.865 -0.1 0.0 0.1 0.102
H 2.935 0.419 1.898 0.0 0.1 0.0 0.067
H 2.464 -5.097 -2.340 0.0 0.0 0.0 0.101
H 5.055 0.321 -4.529 0.0 -0.1 -0.1 0.100
C 3.304 1.042 1.090 0.1 0.1 -0.1 -0.042
H -4.691 -5.424 -1.037 0.0 0.0 0.0 0.103
C -0.300 5.892 -0.526 0.2 -0.5 -0.1 -0.344
N -2.447 2.920 -1.150 -0.1 -0.2 -0.3 0.064
C 1.719 -3.328 -1.389 0.0 0.1 0.1 -0.095
C 3.844 -1.167 0.114 0.1 0.1 0.0 -0.029
H -0.352 -3.293 1.267 0.1 -0.1 0.0 0.064
H -1.842 0.537 -1.197 -0.3 -0.5 -0.2 0.024
H 4.307 1.357 1.366 0.1 -0.1 0.1 0.070
C 0.501 0.489 2.122 0.0 -0.2 -0.2 -0.170
C 6.062 1.691 -3.235 0.1 0.1 -0.1 -0.100
C -4.719 -4.393 -0.713 -0.2 -0.1 -0.1 -0.086
H -0.107 -5.717 1.019 0.0 -0.1 0.0 0.103
C 4.234 0.293 -2.561 0.0 0.0 -0.1 -0.046
C -2.435 0.898 1.566 -0.3 0.0 -0.3 -0.118
H 2.982 3.839 -2.433 0.1 0.0 -0.1 0.098
C -2.670 1.592 2.743 -0.1 0.1 0.0 -0.081
P 0.592 -1.001 -0.232 2.6 1.8 -1.7 0.840
H -6.858 -4.314 -0.621 -0.1 0.0 0.0 0.100
H 5.315 2.204 -0.003 -0.1 0.0 0.1 0.098
C 1.208 -5.568 -0.674 0.0 -0.1 -0.1 -0.093
Pd 0.011 1.468 -0.357 0.8 0.1 -1.3 0.401
C -2.512 -1.164 2.790 0.1 0.1 -0.1 -0.095
C -3.722 2.766 -1.289 -0.6 0.7 0.2 -0.617
C 3.294 0.233 -0.219 0.0 0.1 0.4 -0.510
H 1.669 -2.212 4.585 0.0 0.0 0.0 0.101
C -5.935 -3.770 -0.480 0.0 -0.1 0.0 -0.091
H 3.519 -0.473 -2.821 -0.1 -0.1 0.0 0.104
H -5.509 1.775 -1.804 -0.1 -0.1 0.0 0.070
H 2.441 2.483 -1.423 0.1 0.3 0.0 0.049
C 0.986 -0.192 4.365 0.0 0.1 -0.1 -0.082
C 1.882 0.109 -0.793 -1.5 -0.4 -0.3 -0.270
H -3.201 6.066 -0.325 0.1 0.2 0.1 0.066
H 6.865 2.928 -1.688 0.1 0.1 0.0 0.101
H -4.104 1.292 -2.768 0.0 0.0 0.0 0.095
C 1.267 -1.738 2.545 0.0 0.1 -0.3 -0.102
C 0.846 -0.775 1.630 -0.8 -0.2 0.2 -0.315
C -0.467 -0.923 -1.942 0.2 -0.2 0.7 -0.311
C 1.330 -1.448 3.897 0.2 -0.1 0.2 -0.080
H -2.438 -2.245 2.804 0.0 -0.1 0.1 0.109
C 5.227 1.760 -0.983 0.0 0.0 0.1 -0.060
C -0.744 4.611 -0.740 0.8 1.3 0.2 -0.333
H 1.310 -6.637 -0.795 0.0 0.0 0.0 0.099
H -0.862 6.770 -0.284 -0.2 0.1 0.0 0.065
C -4.795 -1.753 0.153 0.1 0.1 0.0 -0.095
C 6.118 2.192 -1.950 0.1 0.1 0.0 -0.088
H 0.354 1.784 3.808 -0.1 0.1 0.1 0.109
H -2.735 2.671 2.711 0.0 0.1 0.1 0.106
H 3.449 3.789 -0.734 0.1 -0.1 0.0 0.080
H -2.646 -0.822 -2.096 -0.1 0.1 0.1 0.078
C -4.444 1.561 -1.767 0.0 -0.2 0.0 -0.077
P -1.930 -1.553 0.161 -1.9 0.9 -0.3 1.084
C -2.801 0.915 3.945 0.0 0.1 0.0 -0.090
C -2.718 -0.468 3.967 0.0 -0.1 0.0 -0.078

=====

2.
103
Properties=species:S:1:pos:R:3:forces:R:3:lowdin_charge:R:1 method="wB97M-V/def2-TZVPD" homo_ev=-0.4558 de_lowest_kcal_mol=45.2 gap_ev=4.7 molar_mass_da=978.26 total_charge=-2
C -4.581 1.080 -0.402 0.0 -0.1 0.1 -0.058
C -5.703 0.263 -0.357 0.0 0.0 0.1 -0.143
H -1.109 2.510 3.194 -0.1 0.0 0.0 0.061
C 5.396 1.685 -1.618 0.0 0.0 0.0 -0.095
Pd -0.255 -0.266 -0.597 0.6 0.7 0.7 0.113
C -2.482 3.411 0.940 0.0 -0.1 -0.2 -0.139
N -2.145 1.304 -0.251 0.0 -0.6 0.2 0.039
F 2.657 -4.684 -1.980 -0.2 -0.1 0.0 0.114
C -0.926 -3.704 -2.185 -0.1 0.0 -0.2 -0.531
H 6.340 1.335 1.615 0.0 0.0 0.0 0.098
F 0.901 -5.949 -1.927 0.0 0.1 0.0 0.124
H 2.621 8.763 0.022 0.0 0.0 0.0 0.086
H -4.667 2.108 -0.737 0.0 0.0 0.0 0.102
F -1.548 -4.695 -1.517 0.1 0.1 0.0 0.127
C -1.678 3.428 -1.365 -0.2 0.0 0.0 -0.149
H 3.496 2.435 -2.283 0.0 -0.1 0.0 0.102
C 2.248 -3.122 3.611 -0.1 0.0 0.0 -0.189
C -1.423 2.786 -2.722 0.1 -0.3 0.1 -0.374
C -1.560 4.810 -1.276 0.0 0.0 0.1 -0.072
H -3.005 1.640 1.991 0.0 -0.1 0.0 0.116
F -2.092 -1.225 0.856 -0.2 -0.2 0.1 0.001
C 3.647 2.434 -0.146 0.0 -0.1 0.0 -0.399
H 1.878 0.110 2.957 0.0 0.1 -0.1 0.094
H 2.037 -1.350 4.847 0.0 0.1 0.0 0.106
F -1.068 -4.010 -3.515 0.1 0.0 0.2 0.094
H -2.632 5.334 1.873 0.0 0.0 0.0 0.097
H 3.323 -2.981 3.471 0.0 -0.1 0.1 0.113
H 0.746 3.431 3.281 0.0 0.0 0.1 0.073
C 1.636 -3.628 2.315 0.1 0.3 -0.1 -0.194
C 4.340 2.022 3.511 0.1 0.0 0.0 -0.038
H -0.238 1.161 -1.908 0.2 0.3 -0.5 -0.007
C 3.052 5.470 -0.673 -0.1 0.0 0.0 -0.106
H 1.019 7.788 1.640 0.0 0.0 0.0 0.094
H -5.090 2.934 1.639 0.0 0.0 0.0 0.065
O 0.649 -3.592 -0.397 -1.7 -1.8 -2.5 -0.077
H 2.086 -3.832 4.425 0.0 0.0 0.0 0.101
C 0.571 -3.536 -1.732 -0.3 0.2 -0.8 -0.453
H -6.667 0.670 -0.649 0.0 0.0 0.0 0.082
H 1.754 2.969 5.495 0.0 0.0 0.0 0.093
N 1.961 -0.885 2.825 -0.2 0.1 0.2 -0.001
As 1.822 2.935 0.353 0.1 0.4 -0.1 1.339
H 2.239 -2.301 -2.316 0.0 0.1 0.0 0.079
H -2.679 1.021 -2.676 0.0 0.0 0.0 0.067
S 2.065 -0.208 0.264 -0.4 0.3 -0.2 0.685
H 1.203 -2.859 0.352 0.4 -0.2 -0.8 -0.067
C -2.624 1.968 -3.212 0.0 0.0 0.0 -0.071
H 0.587 -3.906 2.473 0.0 0.0 0.0 0.120
C -2.354 4.795 0.970 0.0 0.0 0.0 -0.084
H -1.220 5.363 -2.147 0.0 0.0 0.0 0.098
N 1.740 -2.623 1.267 1.3 2.6 3.2 0.000
C 2.477 2.797 2.188 0.1 -0.1 0.1 -0.334
C 2.168 4.906 0.245 0.1 0.1 0.0 -0.350
H -2.524 1.752 -4.281 0.0 0.0 0.0 0.068
C -3.006 2.709 2.182 0.0 0.1 0.1 -0.368
C -3.266 -0.738 0.394 -0.1 0.1 0.1 -0.243
H 0.725 2.532 -2.540 0.0 0.0 0.0 0.044
C 1.846 -1.311 1.532 0.5 -1.6 0.2 -0.752
H 0.869 -2.214 -3.466 0.1 0.0 0.0 0.083
H 4.037 2.016 5.634 0.0 0.0 0.0 0.090
C 1.757 3.044 3.349 0.0 0.0 -0.1 -0.105
C -3.282 0.606 -0.069 -0.2 0.4 -0.4 -0.287
C 1.595 7.139 0.989 0.0 0.0 0.0 -0.105
C 1.430 5.763 1.061 0.0 -0.1 -0.1 -0.125
C 4.447 2.117 0.961 -0.1 0.0 -0.1 -0.223
H 0.706 5.342 1.750 0.0 0.1 0.0 0.086
H 5.749 1.472 -2.620 0.0 0.1 0.0 0.094
C -2.125 2.678 -0.235 -0.1 0.2 0.1 -0.204
H 3.904 7.271 -1.480 0.0 0.0 0.0 0.090
H 0.545 -1.879 4.044 0.0 0.0 0.0 0.118
C 1.153 -2.266 -2.412 -0.3 0.1 0.3 -0.021
C 5.720 1.599 0.766 0.1 0.0 0.0 -0.035
H -4.506 4.185 2.754 0.0 -0.1 0.0 0.066
H -1.795 6.588 -0.083 0.0 0.0 0.0 0.083
H -1.979 4.003 3.619 0.0 0.0 0.0 0.068
H 3.629 4.826 -1.325 0.0 0.0 0.0 0.081
H -3.562 2.508 -3.055 0.0 0.0 0.0 0.072
C 3.212 6.850 -0.759 0.0 0.0 0.0 -0.109
C 6.191 1.378 -0.522 0.0 0.0 0.0 -0.097
H -6.485 -1.707 0.051 0.0 0.0 0.0 0.073
H -1.273 3.608 -3.432 0.0 0.1 0.0 0.112
C 1.631 -1.770 3.926 0.1 0.0 -0.2 -0.201
F -1.653 -2.597 -2.003 0.2 0.0 0.2 0.132
H -0.047 1.407 -3.686 0.0 0.0 0.0 0.072
H -2.508 2.445 4.279 0.0 0.0 0.0 0.072
C 4.127 2.221 -1.428 -0.1 0.0 0.0 -0.120
C 2.490 7.688 0.079 0.0 0.0 0.0 -0.123
H 0.832 -1.324 -1.873 0.0 -0.8 -0.5 -0.004
H 2.161 -4.522 1.973 -0.1 -0.1 -0.1 0.113
H 5.336 1.600 3.585 0.0 0.0 0.0 0.099
C -1.889 5.509 -0.122 0.0 0.0 0.0 -0.133
C 3.608 2.255 4.668 -0.1 0.0 0.0 -0.107
C 1.352 -4.747 -2.348 0.4 -0.1 0.1 -0.528
H -4.238 -2.576 0.774 0.0 0.0 0.0 0.108
C 3.790 2.310 2.266 -0.1 0.0 0.0 -0.205
C 2.322 2.781 4.592 0.0 0.0 -0.1 -0.100
C -0.161 1.918 -2.726 -0.2 0.2 0.0 -0.101
F 1.373 -4.813 -3.708 0.0 0.1 0.2 0.101
C -5.613 -1.063 0.041 -0.1 0.0 0.0 -0.153
C -2.095 2.938 3.392 0.0 -0.1 0.0 -0.070
H -4.832 2.542 3.346 0.0 0.0 0.0 0.071
C -4.365 -1.555 0.434 0.0 0.1 0.0 -0.049
H 7.170 0.938 -0.670 0.0 0.0 0.0 0.091
C -4.448 3.120 2.500 0.1 0.0 0.0 -0.070